[1]
This record from the OMol25 dataset describes C27H34N5S3SiTc as an isolated structure. The level of theory is ωB97M-V/def2-TZVPD.

Element x y z (Å)
H1 3.1939 4.5743 0.6694
H2 2.4396 5.5130 1.9573
C1 -5.0276 -2.5889 -1.1839
C2 2.2404 4.9572 1.0388
N1 0.2903 -1.9206 -2.7428
C3 4.4614 0.0817 2.4756
C4 -2.3623 -3.3571 -0.8859
H3 -1.9279 0.2413 -1.8356
H4 -6.0594 -2.2837 -1.2910
Si1 1.0302 3.5669 1.3651
C5 1.0413 -1.8578 -4.8219
C6 -0.6371 4.2370 1.9201
S1 2.3153 -3.0604 -0.6360
H5 -1.2092 0.9458 -0.3905
H6 1.5560 3.1307 3.6762
H7 5.4635 0.4378 2.6700
C7 2.5672 -0.1122 0.9976
S2 -0.7109 -3.9315 -0.6504
C8 -0.4593 -0.5521 1.8557
H8 2.7057 2.2491 2.6845
C9 0.9896 1.5734 -1.0095
C10 -0.4464 3.3713 -2.4341
H9 -4.3846 -0.6446 -0.6050
C11 2.5143 -1.1680 3.1454
H10 0.1807 -2.5494 3.4079
H11 -3.0331 -5.3071 -1.4499
H12 -0.3358 1.8486 -3.9759
C12 0.3883 -2.7767 2.3593
H13 2.2659 -2.1412 -3.0882
N2 0.6303 1.2799 -2.2627
C13 3.8471 0.3536 1.2623
H14 -2.0782 -1.9893 1.6714
H15 -2.9412 0.6511 -0.4316
N3 0.6234 -1.5354 1.5765
C14 -1.9717 0.2626 -0.7503
H16 4.2335 -0.8728 4.3803
C15 1.9105 -0.9304 1.9229
H17 -5.3912 -4.6351 -1.7296
C16 3.7780 -0.6584 3.4230
Tc1 0.4689 -1.9852 -0.6200
N4 1.3725 -1.9612 -3.5280
S3 1.9751 0.0889 -0.6616
H18 -1.0097 4.0867 -3.0164
H19 -0.3494 4.6065 -0.7242
C17 -1.7872 -1.0138 1.2874
C18 -2.7394 -2.0333 -0.6684
H20 1.8590 5.6623 0.2983
C19 -4.6540 -3.9043 -1.4257
H21 -1.3949 3.4496 1.9494
C20 -4.0718 -1.6615 -0.7995
C21 -0.3311 -1.7376 -4.8817
N5 -1.7200 -1.0858 -0.2048
H22 -0.5345 4.6239 2.9366
C22 -0.0602 3.6486 -1.1408
C23 -0.0734 2.1452 -2.9671
C24 0.6938 2.7586 -0.3440
H23 -0.4492 -3.3196 1.9383
H24 2.0301 -1.7796 3.8920
H25 1.0832 1.6055 2.9559
H26 -0.1801 0.3981 1.3961
H27 4.3676 0.9156 0.4979
H28 -0.9387 -1.6458 -5.7637
H29 -1.0252 5.0485 1.3048
H30 -2.5709 -0.3070 1.5781
C25 -3.3331 -4.2823 -1.2717
H31 1.7918 -1.8862 -5.5927
C26 -0.7546 -1.7872 -3.5513
C27 1.6544 2.5131 2.7786
H32 1.2692 -3.4083 2.2766
H33 -0.5235 -0.3890 2.9367
H34 -1.7553 -1.7663 -3.1499

Computed properties:
Strongest force on any atom   1.0 eV Å⁻¹
HOMO energy (spin up / spin down)   -10.23 / -10.70 eV
Gap between HOMO and LUMO (spin up / spin down)   7.95 / 7.40 eV
Spin multiplicity   4
Net charge   +1
Lowest unoccupied orbital energy (spin up / spin down)   -2.3 / -3.3 eV

---

[2]
This record from the OMol25 dataset describes C27H34N8O7S2Yb as an isolated structure at a distorted geometry. The level of theory is ωB97M-V/def2-TZVPD.

Element x y z (Å)
C1 -2.7606 -2.1598 -0.3521
H1 -3.2703 -2.6129 -1.2030
C2 4.4411 -3.2248 -2.8197
H2 2.1302 4.3788 3.6256
H3 1.4735 -2.1477 3.4331
C3 -3.2654 0.5638 -1.8437
H4 -4.5263 -0.9521 -0.1245
H5 -2.5833 -0.2168 3.3082
H6 -2.1654 2.3270 -2.3526
C4 -0.5515 -2.7793 6.0695
H7 6.1851 -4.1977 -3.5698
H8 -2.4095 1.2211 -3.6962
H9 4.6076 -1.4254 -1.8455
O1 1.4580 2.0578 -0.2635
C5 -3.4624 -0.8749 0.1213
S1 2.3105 -0.5407 -0.9613
H10 6.4778 -3.1511 -2.1716
C6 -1.6603 -2.0484 5.6939
H11 -3.1900 1.1238 0.1177
H12 -3.3865 -0.8043 1.1972
C7 -0.5009 -0.4831 -3.1108
H13 1.4563 -3.4100 5.5783
H14 -0.1762 1.4370 -2.6751
H15 -2.8040 -2.8946 0.4519
C8 0.5949 -2.8332 5.2690
H16 -1.4619 2.0033 3.4935
C9 -1.1501 -1.7596 -2.6030
C10 -1.6470 -1.3480 4.4908
C11 2.1951 -3.9662 -2.8464
H17 -2.5472 -2.0016 6.3130
H18 -0.1317 3.8012 5.0893
O2 1.2679 2.9045 -2.3652
N1 -0.8425 0.7359 -2.3561
C12 -0.1295 5.1447 -0.4585
C13 0.1586 3.4239 4.1226
O3 0.8072 7.2601 -1.1678
N2 -1.2026 3.1746 -0.2250
C14 -0.5270 2.5086 3.3085
N3 -1.9624 4.1869 0.2377
C15 -2.1807 1.2740 -2.6269
H19 1.8905 3.0045 1.4903
N4 1.7627 -2.8971 -2.1950
H20 0.8236 -4.7800 -4.2569
C16 -0.4484 -0.6672 2.4136
H21 0.5787 -0.5868 -3.0577
H22 -0.7710 -0.3602 -4.1663
C17 3.5445 -4.1754 -3.1895
H23 1.5690 -5.9896 -3.2186
H24 3.8651 -5.0577 -3.7246
H25 -4.1972 1.1311 -1.9165
C18 5.9091 -3.2590 -3.0973
H26 -2.8611 3.9991 0.6475
C19 -0.5085 -1.3919 3.6775
H27 -1.8184 6.2839 0.4852
C20 0.6071 -2.1374 4.0822
H28 -2.2051 -1.8159 -2.8580
O4 0.6079 -0.6428 1.7050
H29 -3.4782 -0.4086 -2.2846
H30 6.1865 -2.4381 -3.7618
C21 -1.3546 5.3797 0.1205
H31 -0.5740 -3.3205 7.0079
C22 1.0382 6.0400 -0.6418
C23 1.1614 -4.9793 -3.2356
O5 -2.7519 -0.6397 4.1694
H32 -0.1109 7.3037 -1.4671
N5 1.2521 3.0182 2.2751
H33 0.3047 -4.9153 -2.5672
O6 -1.4709 -0.0168 1.9760
S2 -1.0149 -2.0239 -0.8146
C24 1.3000 3.7250 3.4127
N6 -2.8771 0.3424 -0.4468
N7 0.1431 2.2695 2.1843
C25 0.9980 2.8710 -1.1867
Yb1 -0.1886 0.6870 0.1891
N8 3.9700 -2.1535 -2.1429
C26 2.6536 -1.9515 -1.8102
O7 2.1447 5.6972 -0.3405
C27 -0.0959 3.7587 -0.6521
H34 -0.6523 -2.5976 -3.0864

Computed properties:
Strongest force on any atom   1.3 eV Å⁻¹
HOMO energy   -10.67 eV
Gap between HOMO and LUMO   8.35 eV
Spin multiplicity   2
Net charge   +1
Lowest unoccupied orbital energy   -2.3 eV

---

[3]
This record from the OMol25 dataset describes C27H35BF4N4P2Sn as an isolated structure at a distorted geometry. The level of theory is ωB97M-V/def2-TZVPD.

Element x y z (Å)
H1 0.7982 -0.8266 -3.7320
H2 1.7313 -3.1419 4.4146
C1 -1.5066 2.6943 4.2102
C2 -0.7903 3.2063 5.2287
C3 4.1417 1.1985 -2.4393
F1 -2.7678 -2.0656 4.5949
H3 2.3046 -1.6750 -4.4374
B1 -1.3939 -2.0701 4.3253
C4 1.3922 1.9598 2.3888
C5 2.8537 -4.6774 -3.1042
N1 -2.1366 0.9716 -1.9028
C6 -4.5968 -0.5934 -3.1664
H4 2.3912 -1.6842 3.5461
Sn1 0.3206 -3.3025 2.0822
H5 -0.0801 0.3805 2.1907
C7 0.6573 3.6670 5.2146
H6 -1.2921 4.1518 -1.3728
C8 2.7459 -3.8631 -4.2807
H7 -3.6215 -3.1503 -1.3798
C9 1.8885 3.0447 3.0275
H8 -1.2743 3.3521 6.2054
H9 -2.4935 0.9409 -4.0533
H10 -4.4155 0.3947 -3.5641
P1 -2.1512 -0.7604 -1.4454
H11 -6.4938 -1.2855 -4.0711
H12 -1.8457 1.6640 2.4281
C10 -1.0905 -1.2781 -2.8768
C11 -5.3801 -2.6765 -2.6941
C12 -4.1944 -2.4859 -2.0097
H13 5.4786 1.1039 -0.6260
H14 -1.5772 -0.9418 -3.8061
H15 -2.4460 2.1803 4.4883
H16 -0.8051 3.0475 2.1198
H17 -1.0751 -2.3802 -2.8881
C13 -1.0406 2.2644 2.8574
F2 -0.8587 -3.4267 4.3027
H18 4.6692 1.8134 -3.1609
H19 1.7240 4.9666 3.9249
H20 -2.0240 3.6053 -3.9330
H21 -1.6021 1.8007 0.0304
N2 -3.7213 -1.1856 -2.2511
C14 -1.6120 3.1852 -1.7481
C15 -1.7368 1.9987 -1.0298
C16 -5.6377 -1.4824 -3.4404
N3 2.5561 -0.1395 -1.5356
H22 2.8201 -3.3522 3.0322
H23 2.8637 -4.1701 -5.3102
N4 2.2264 -2.5866 -2.4710
C17 1.0709 4.0994 3.7928
C18 0.3122 -0.6706 -2.7599
H24 2.5666 -4.0779 -0.9483
F3 -1.1783 -1.6733 2.8051
H25 0.7056 4.4593 5.9919
C19 3.5864 -0.0038 -0.5883
P2 1.3511 -1.3858 -1.3905
C20 2.0318 -2.7214 3.4266
H26 1.8771 1.5918 1.4718
C21 0.1481 1.2354 2.8811
H27 3.0975 -5.7278 -3.0770
H28 2.2706 0.6322 -3.5517
C22 4.5576 0.8200 -1.1227
C23 -2.2305 1.5377 -3.1902
H29 2.9848 3.1950 3.1399
C24 -1.9611 2.9011 -3.1088
C25 2.9142 0.5940 -2.6792
F4 -0.5955 -1.2539 5.1090
H30 0.2228 0.4120 -2.5849
H31 0.2126 0.7426 3.8852
H32 -6.0097 -3.5530 -2.6433
C26 2.5525 -3.8682 -2.0113
C27 2.4091 -2.5809 -3.8551
H33 1.4282 2.9239 5.5737
H34 3.5327 -0.5334 0.3632
H35 0.2408 4.5154 3.1885

Computed properties:
Strongest force on any atom   3.4 eV Å⁻¹
HOMO energy   -8.21 eV
Gap between HOMO and LUMO   6.78 eV
Spin multiplicity   1
Lowest unoccupied orbital energy   -1.4 eV

---

Please write out number 2 again, unchanged.
This record from the OMol25 dataset describes C27H34N8O7S2Yb as an isolated structure at a distorted geometry. The level of theory is ωB97M-V/def2-TZVPD.

Element x y z (Å)
C1 -2.7606 -2.1598 -0.3521
H1 -3.2703 -2.6129 -1.2030
C2 4.4411 -3.2248 -2.8197
H2 2.1302 4.3788 3.6256
H3 1.4735 -2.1477 3.4331
C3 -3.2654 0.5638 -1.8437
H4 -4.5263 -0.9521 -0.1245
H5 -2.5833 -0.2168 3.3082
H6 -2.1654 2.3270 -2.3526
C4 -0.5515 -2.7793 6.0695
H7 6.1851 -4.1977 -3.5698
H8 -2.4095 1.2211 -3.6962
H9 4.6076 -1.4254 -1.8455
O1 1.4580 2.0578 -0.2635
C5 -3.4624 -0.8749 0.1213
S1 2.3105 -0.5407 -0.9613
H10 6.4778 -3.1511 -2.1716
C6 -1.6603 -2.0484 5.6939
H11 -3.1900 1.1238 0.1177
H12 -3.3865 -0.8043 1.1972
C7 -0.5009 -0.4831 -3.1108
H13 1.4563 -3.4100 5.5783
H14 -0.1762 1.4370 -2.6751
H15 -2.8040 -2.8946 0.4519
C8 0.5949 -2.8332 5.2690
H16 -1.4619 2.0033 3.4935
C9 -1.1501 -1.7596 -2.6030
C10 -1.6470 -1.3480 4.4908
C11 2.1951 -3.9662 -2.8464
H17 -2.5472 -2.0016 6.3130
H18 -0.1317 3.8012 5.0893
O2 1.2679 2.9045 -2.3652
N1 -0.8425 0.7359 -2.3561
C12 -0.1295 5.1447 -0.4585
C13 0.1586 3.4239 4.1226
O3 0.8072 7.2601 -1.1678
N2 -1.2026 3.1746 -0.2250
C14 -0.5270 2.5086 3.3085
N3 -1.9624 4.1869 0.2377
C15 -2.1807 1.2740 -2.6269
H19 1.8905 3.0045 1.4903
N4 1.7627 -2.8971 -2.1950
H20 0.8236 -4.7800 -4.2569
C16 -0.4484 -0.6672 2.4136
H21 0.5787 -0.5868 -3.0577
H22 -0.7710 -0.3602 -4.1663
C17 3.5445 -4.1754 -3.1895
H23 1.5690 -5.9896 -3.2186
H24 3.8651 -5.0577 -3.7246
H25 -4.1972 1.1311 -1.9165
C18 5.9091 -3.2590 -3.0973
H26 -2.8611 3.9991 0.6475
C19 -0.5085 -1.3919 3.6775
H27 -1.8184 6.2839 0.4852
C20 0.6071 -2.1374 4.0822
H28 -2.2051 -1.8159 -2.8580
O4 0.6079 -0.6428 1.7050
H29 -3.4782 -0.4086 -2.2846
H30 6.1865 -2.4381 -3.7618
C21 -1.3546 5.3797 0.1205
H31 -0.5740 -3.3205 7.0079
C22 1.0382 6.0400 -0.6418
C23 1.1614 -4.9793 -3.2356
O5 -2.7519 -0.6397 4.1694
H32 -0.1109 7.3037 -1.4671
N5 1.2521 3.0182 2.2751
H33 0.3047 -4.9153 -2.5672
O6 -1.4709 -0.0168 1.9760
S2 -1.0149 -2.0239 -0.8146
C24 1.3000 3.7250 3.4127
N6 -2.8771 0.3424 -0.4468
N7 0.1431 2.2695 2.1843
C25 0.9980 2.8710 -1.1867
Yb1 -0.1886 0.6870 0.1891
N8 3.9700 -2.1535 -2.1429
C26 2.6536 -1.9515 -1.8102
O7 2.1447 5.6972 -0.3405
C27 -0.0959 3.7587 -0.6521
H34 -0.6523 -2.5976 -3.0864

Computed properties:
Strongest force on any atom   1.3 eV Å⁻¹
HOMO energy   -10.67 eV
Gap between HOMO and LUMO   8.35 eV
Spin multiplicity   2
Net charge   +1
Lowest unoccupied orbital energy   -2.3 eV